{"formula": "C4H7N3S", "method": "ωB97M-V with the def2-TZVPD basis set", "symbols": ["C", "C", "C", "C", "H", "H", "H", "H", "H", "H", "H", "N", "N", "N", "S"], "coordinates": [[-1.989, 0.895, -0.355], [-0.517, 0.700, 0.100], [0.288, 1.744, 0.413], [1.336, -1.050, 0.102], [-2.321, -1.028, 1.423], [-2.907, -1.964, -0.078], [-2.406, 1.953, -0.519], [0.212, 2.942, 0.457], [1.364, 1.702, 0.206], [-0.429, -1.543, -0.035], [1.453, -2.180, 0.305], [-2.163, -1.216, 0.164], [-2.832, 0.000, -0.233], [0.148, -0.554, -0.066], [2.765, -0.077, -0.148]], "e_above_lowest_kj_mol": 640.03, "homo_ev": -7.90, "homo_lumo_gap_ev": 7.8, "multiplicity": 1}

---

{"formula": "C8H16Br3FNO", "method": "ωB97M-V with the def2-TZVPD basis set", "symbols": ["C", "C", "C", "F", "N", "C", "C", "C", "C", "O", "H", "H", "H", "H", "H", "H", "H", "H", "H", "H", "H", "H", "H", "H", "H", "C", "Br", "Br", "Br", "H"], "coordinates": [[1.512, 1.555, 0.958], [1.503, 0.123, 0.425], [0.362, -0.786, 0.796], [0.126, -0.760, 2.140], [-0.991, -0.544, 0.095], [-2.245, -0.666, 0.960], [-2.692, 0.767, 1.259], [-1.847, 1.670, 0.341], [-1.218, 0.739, -0.675], [-2.134, 0.341, -1.658], [0.950, 2.243, 0.327], [2.537, 1.919, 0.984], [1.098, 1.607, 1.966], [1.623, 0.088, -0.661], [2.374, -0.407, 0.817], [0.623, -1.807, 0.507], [-1.070, -1.284, -0.604], [-2.036, -1.275, 1.830], [-2.977, -1.185, 0.347], [-3.753, 0.856, 1.044], [-2.512, 1.023, 2.300], [-2.433, 2.423, -0.182], [-1.095, 2.194, 0.927], [-0.291, 1.091, -1.129], [-1.931, 0.769, -2.507], [3.369, -2.217, -2.198], [3.698, -2.823, -0.405], [1.474, -2.214, -2.604], [4.158, -0.504, -2.529], [3.818, -2.934, -2.871]], "homo_ev": -13.27, "total_charge": 1, "homo_lumo_gap_ev": 10.3, "multiplicity": 1}

---

{"formula": "C2H4ClOP", "method": "ωB97M-V with the def2-TZVPD basis set", "symbols": ["C", "C", "O", "P", "Cl", "H", "H", "H", "H"], "coordinates": [[2.560, 0.839, 0.327], [-2.289, 0.152, -0.094], [2.196, 1.782, -0.341], [2.461, -0.882, -0.206], [-0.659, 0.396, -0.343], [2.973, 0.982, 1.344], [-2.790, -0.626, -0.639], [-2.777, 0.703, 0.687], [2.019, -0.545, -1.485]], "e_above_lowest_kj_mol": 433.17, "homo_ev": [-9.31, -8.40], "homo_lumo_gap_ev": [9.3, 6.4], "multiplicity": 1}

---

{"formula": "H10NO3", "method": "ωB97M-V with the def2-TZVPD basis set", "symbols": ["N", "H", "H", "H", "H", "H", "H", "O", "H", "H", "O", "H", "H", "O"], "coordinates": [[0.573, 0.048, 0.672], [0.078, -0.839, 0.845], [1.131, 0.217, 1.506], [-0.103, 0.812, 0.609], [1.169, -0.013, -0.161], [-1.502, -2.220, 2.639], [-0.478, -2.985, 1.974], [-0.797, -2.089, 2.022], [1.775, -0.850, -2.808], [1.476, 0.589, -2.347], [1.631, -0.317, -2.017], [-1.852, 2.378, -1.733], [-1.667, 3.001, -0.316], [-1.434, 2.268, -0.886]], "e_above_lowest_kj_mol": 42.88, "homo_ev": -15.46, "total_charge": 1, "homo_lumo_gap_ev": 12.3, "multiplicity": 1}